DFT (wB97M-V/def2-TZVPD) results for a 2-piece molecular cluster, C11H18O2P overall at a distorted geometry.

Geometry as XYZ:
```
32
Properties=species:S:1:pos:R:3:lowdin_charge:R:1
C 3.1249 0.6132 0.5911 -0.044
C 1.7617 0.1231 0.0818 -0.490
C 1.8815 -0.2895 -1.3963 -0.420
P 2.3909 -2.0715 -1.6106 0.779
O 0.8638 1.1822 0.3040 -0.100
C -0.4680 0.9719 -0.1602 -0.151
C -1.0098 -0.4125 0.1122 -0.199
C -1.0507 -0.9025 1.4179 -0.028
C -1.5187 -2.1844 1.6641 -0.085
C -1.9455 -2.9782 0.6030 -0.109
C -1.9256 -2.4968 -0.6993 -0.091
C -1.4482 -1.2130 -0.9432 -0.047
H 2.9551 1.2189 1.4751 0.081
H 3.6297 1.1967 -0.1712 0.072
H 3.7367 -0.2456 0.8540 0.068
H 1.5275 -0.7515 0.6872 0.099
H 0.9482 -0.2195 -1.9398 0.038
H 2.6591 0.2775 -1.8989 0.064
H 3.7777 -2.0005 -1.3486 -0.134
H 1.9665 -2.6241 -0.3839 -0.114
H -1.1037 1.6859 0.3689 0.111
H -0.5794 1.1997 -1.2203 0.117
H -0.7076 -0.2563 2.2125 0.125
H -1.5503 -2.5651 2.6730 0.094
H -2.3218 -3.9742 0.7911 0.090
H -2.2608 -3.1099 -1.5207 0.093
H -1.4027 -0.8136 -1.9448 0.108
C -2.4133 4.1072 0.2962 -0.554
O -3.1992 3.1747 0.8450 -0.434
H -2.9111 4.9337 -0.2912 0.022
H -1.7576 4.6963 1.0038 0.024
H -1.6493 3.7278 -0.4520 0.015
```

Its total charge is -1. The LUMO energy comes out at 3.0 eV. For the HOMO energy, the calculation gives -2.156 eV. As for the orbital gap: 5.2 eV.